{"formula": "C12H24AgBBrIO3", "method": "the ωB97M-V functional and the def2-TZVPD basis", "multiplicity": 1, "total_charge": 0, "lumo_energy_ha": -0.038, "homo_ev": -8.01, "species": ["I", "Ag", "Br", "O", "O", "O", "C", "C", "C", "C", "C", "C", "C", "C", "C", "C", "C", "C", "B", "H", "H", "H", "H", "H", "H", "H", "H", "H", "H", "H", "H", "H", "H", "H", "H", "H", "H", "H", "H", "H", "H", "H", "H"], "positions_angstrom": [[-3.952, -2.204, -3.178], [-0.538, -1.063, -1.118], [0.772, 1.058, 2.941], [-2.076, 1.657, 2.018], [-0.586, 0.895, 0.352], [1.906, -1.767, 0.517], [1.176, 2.419, 0.235], [2.211, -1.591, -0.869], [3.343, -0.530, -1.109], [0.137, 1.780, 1.208], [2.562, 1.672, 0.155], [-2.979, 0.228, -1.593], [-3.017, 1.156, -0.321], [0.554, -3.269, 2.014], [-1.119, 2.672, 1.669], [0.646, -2.411, 0.712], [-3.299, -1.298, -1.290], [2.821, 0.947, -1.233], [-1.980, 0.741, 0.879], [2.581, -2.542, -1.322], [-2.783, 2.207, -0.610], [-0.128, -1.571, 0.840], [-0.415, -3.074, 2.528], [-2.090, -0.418, 1.229], [4.182, -0.657, -0.394], [1.311, -1.272, -1.501], [3.763, -0.799, -2.110], [3.341, 2.469, 0.215], [-4.146, -1.344, -0.583], [-1.525, 3.349, 0.883], [-2.422, -1.868, -0.882], [-0.889, 3.317, 2.541], [-3.786, 0.570, -2.279], [3.563, 1.540, -1.811], [1.321, 3.483, 0.543], [1.344, -2.940, 2.717], [2.760, 0.992, 1.006], [-4.050, 1.110, 0.096], [0.341, -3.067, -0.142], [-2.015, 0.357, -2.168], [0.580, -4.361, 1.817], [1.881, 0.949, -1.836], [0.699, 2.479, -0.768]], "mulliken_charge": [-0.009, 0.057, -0.145, -0.580, -0.086, -0.368, -0.976, 0.076, -0.987, 0.292, -0.656, -0.636, -0.580, -1.384, -0.691, 0.372, -0.760, -0.622, 0.448, 0.428, 0.168, -0.099, 0.352, -0.142, 0.309, 0.101, 0.429, 0.385, 0.409, 0.242, 0.318, 0.400, 0.483, 0.396, 0.424, 0.311, 0.474, 0.311, 0.460, 0.253, 0.338, 0.209, 0.277]}